80
Properties=species:S:1:pos:R:3 method="wB97M-V/def2-TZVPD" charge=+2 multiplicity=1 total_energy_ev=-69653.1862 homo_lumo_gap_ha=0.256 largest_force_ha_per_bohr=0.0308 de_lowest_ev=0.000 lumo_ev=-6.35
W 0.60743 -0.33174 0.29162
S 1.66471 -0.63989 2.75270
O -1.20507 0.19320 -3.06601
O -0.60114 -1.60769 1.07902
O -2.82627 1.52876 -1.25850
O 0.77752 -1.42722 -0.99327
O -3.11035 -4.07262 0.96359
O 1.37761 1.60765 0.94408
N 1.78431 1.00696 -1.49309
N 2.72619 -0.91373 0.48101
N -1.89253 -2.84047 -1.27188
N -1.10052 0.80041 1.69681
N -0.67787 0.79143 -0.86121
N 1.62440 3.71004 1.69766
C -4.88398 -0.76915 -0.79733
C -4.81076 -2.35955 1.01633
C -3.65325 -2.93143 0.49678
C 1.43613 1.10431 -3.86347
C 3.57366 -1.34828 -0.47424
C -0.95852 -3.70500 -0.90089
C -2.45261 0.87473 3.66096
C 4.26589 -1.55094 2.18564
C 3.06466 1.31825 -1.68075
C -5.41433 -1.28607 0.37848
C 1.13079 4.25765 0.43724
C 0.27411 -5.53314 2.04935
C -0.25608 -3.26785 2.73816
C -3.58726 1.12729 2.90195
C 5.15718 -1.93690 1.21304
C 2.77476 1.42526 -4.05208
C 3.59600 1.54975 -2.94248
C 1.69590 2.41129 1.85335
C 4.80329 -1.85425 -0.14221
C -0.42882 0.59421 -2.24531
C -2.19873 1.05169 0.97999
C 0.00955 -5.19470 0.73939
C -1.98633 1.13477 -0.49575
C 3.02130 -1.05592 1.78115
C -0.44529 -3.90459 0.41010
C 0.99660 0.92220 -2.56665
C -1.23202 0.72285 3.02549
C 0.09155 -4.57470 3.04734
C -3.06297 -2.34023 -0.64154
C -3.45654 1.23477 1.52769
C -3.85189 -4.83419 1.91510
C 1.96189 4.60204 2.80885
C -0.46456 -2.90969 1.41465
C -3.71173 -1.29759 -1.29984
H 4.63751 1.81682 -3.04187
H -1.81705 -2.52402 -2.23499
H 3.67962 1.39362 -0.79211
H -2.50415 0.79382 4.73689
H -4.85991 -5.03249 1.55017
H 2.18090 5.58802 2.40939
H -5.37259 0.03720 -1.32191
H 2.84392 4.23367 3.32752
H -3.28994 -0.90077 -2.21078
H -5.26328 -2.78139 1.89980
H -4.55197 1.24454 3.37527
H 0.05408 4.10956 0.34983
H 1.35144 5.32015 0.40827
H -0.33255 0.55318 3.60045
H -3.30841 -5.76752 2.02855
H -6.32949 -0.87926 0.78612
H -0.57009 -4.33183 -1.69768
H 2.05861 2.04839 2.81956
H -4.28691 1.45385 0.87147
H 4.48676 -1.64399 3.23895
H 1.62063 3.75662 -0.39590
H 0.08010 -5.93810 -0.04345
H -3.89334 -4.31812 2.87598
H 3.22467 -1.29079 -1.49381
H 0.26293 -4.84074 4.08089
H 1.13173 4.68310 3.50939
H 3.16758 1.57942 -5.04741
H 5.47469 -2.18747 -0.91803
H 0.59334 -6.53243 2.30321
H 6.12331 -2.33276 1.49384
H -0.32411 -2.51212 3.50808
H 0.74076 0.99627 -4.68240